Entry from the Open Molecules 2025 dataset: the molecule C8H10N2O2 (wB97M-V/def2-TZVPD).

The geometry in XYZ format:
```
22
C8H10N2O2 | the Open Molecules 2025 dataset | wB97M-V/def2-TZVPD
C -2.17 -2.48 -0.11
C -1.17 1.26 0.06
C 0.10 0.65 0.32
C 0.24 -0.78 0.74
C 0.09 -1.67 -0.55
C -1.27 -1.74 -0.94
C -2.36 0.64 0.41
C 1.32 1.52 0.10
N -2.92 -3.11 0.55
N -3.57 1.13 0.04
O -4.60 0.53 0.40
O -3.62 2.03 -0.76
H -1.31 2.25 -0.58
H 1.14 -1.18 1.29
H -0.67 -0.90 1.36
H 0.64 -1.34 -1.42
H 0.46 -2.64 -0.18
H -1.76 -1.38 -1.87
H -2.47 -0.11 1.15
H 2.23 1.03 -0.15
H 1.66 2.20 0.96
H 1.29 2.33 -0.64
```

Summary:
strongest force on any atom	4.28	eV Å⁻¹
charge	0
frontier orbital gap (alpha / beta)	7.17 / 7.11	eV
HOMO level (alpha / beta)	-9.09 / -8.57	eV
ΔE to the lowest compared entry with this formula, charge and spin	750.3	kJ/mol
LUMO level (alpha / beta)	-1.9177 / -1.4676	eV